1.
This record from the Open Molecules 2025 dataset describes the ion C32H34F6N5O with charge +1 at a distorted geometry. The level of theory is the ωB97M-V functional and the def2-TZVPD basis.

For the energy above the lowest of the compared OMol25 structures with the same formula, charge and spin, the calculation gives 0.0000 eV. The largest force on an atom comes out at 0.0361 Eh/bohr. The multiplicity is 1. As for the charge: +1. The LUMO energy comes out at -2.30 eV. Its HOMO energy is -0.365 hartree. The HOMO-LUMO gap comes out at 7.63 eV.

```
78
Properties=species:S:1:pos:R:3:forces:R:3
O 2.244883 -0.295142 1.121478 -0.36 -1.53 0.46
C 2.063641 -1.452444 1.512358 1.44 1.10 -0.41
N 0.823162 -1.998467 1.677264 -0.44 0.03 -0.25
C -0.391219 -1.262655 1.349649 0.13 0.30 0.38
C -1.082300 -1.808981 0.098785 0.09 0.11 -0.42
C -1.585719 -3.252135 0.196020 -0.05 -0.16 0.22
C -2.861205 -3.298989 -0.626723 -0.41 -0.56 -0.41
C -3.402567 -1.888892 -0.743484 -0.61 -0.60 0.11
N -2.365632 -0.994338 -0.188258 0.05 1.55 0.75
N 3.115324 -2.334870 1.820077 -0.85 0.31 0.17
C 4.479606 -2.137116 1.534790 1.06 0.03 -0.45
C 5.325029 -3.265093 1.467656 -0.79 0.25 0.02
C 6.635463 -3.159519 1.031190 -0.23 0.11 0.22
C 7.448451 -4.418059 0.898883 1.02 -1.01 0.02
F 8.717099 -4.267334 1.388503 -1.07 0.01 -0.41
F 6.901528 -5.481794 1.564655 0.31 0.96 -0.54
F 7.581913 -4.801932 -0.404269 -0.17 0.34 0.90
C 7.173924 -1.924038 0.681716 -0.34 -0.08 0.11
C 6.368988 -0.798529 0.804258 -0.28 0.04 0.17
C 6.959849 0.545556 0.436795 0.66 1.09 -0.10
F 6.071867 1.587690 0.557855 0.76 -1.13 -0.08
F 8.038570 0.856401 1.232285 -1.09 -0.34 -0.76
F 7.417097 0.569134 -0.854491 -0.46 -0.11 1.16
C 5.048097 -0.881266 1.255254 -0.15 -0.37 -0.05
H 0.760342 -2.943803 2.017582 -0.19 0.07 -0.01
H -1.073060 -1.317014 2.224460 0.15 0.07 -0.45
H -0.126789 -0.205965 1.164145 0.07 -0.50 0.28
H -0.370357 -1.754310 -0.750023 -0.63 0.44 0.24
H -0.864232 -3.924475 -0.254370 0.24 -0.08 0.14
H -1.746811 -3.596986 1.220755 -0.01 0.31 0.08
H -2.599292 -3.650287 -1.629170 -0.16 0.00 0.08
H -3.646355 -3.962650 -0.260687 0.33 -0.12 0.15
H -3.611764 -1.716775 -1.797334 0.27 0.39 0.69
H -4.305688 -1.659577 -0.157539 0.12 -0.46 -0.47
H -2.741500 -0.725977 0.742710 0.55 0.04 -0.58
H 2.846494 -3.268927 2.117291 0.29 0.35 -0.16
H 4.923325 -4.240143 1.740468 0.13 0.15 -0.14
H 8.192218 -1.838152 0.345041 0.19 -0.01 -0.10
H 4.441556 0.001937 1.370036 0.08 0.03 -0.13
C 3.281315 3.283063 0.828774 0.24 0.17 -0.08
N 1.940538 3.810329 0.650990 -0.01 -0.10 -0.21
C 1.705370 5.145518 1.164173 0.13 -0.11 0.15
C 0.913070 3.007034 0.234412 -0.11 -0.18 -0.11
C -0.383706 3.169342 0.789439 0.27 -0.06 -0.11
C -1.388461 2.290337 0.426948 -0.10 -0.09 -0.24
C -1.212509 1.361792 -0.616749 -1.08 -0.96 0.40
C -2.348326 0.396710 -1.048537 0.85 1.29 -0.08
C -3.735016 1.047217 -1.131581 0.07 -0.23 -0.02
C -4.796723 0.508711 -1.973065 -0.36 0.35 0.60
C -4.871849 -0.486969 -2.941047 -0.73 -0.67 -0.44
C -6.129597 -0.916957 -3.381887 0.45 0.28 -0.24
C -7.311311 -0.236266 -3.015163 0.17 0.41 0.49
C -7.252269 0.850972 -2.126432 0.29 -1.02 -0.81
C -5.993767 1.176805 -1.625450 0.25 0.49 0.32
N -5.669462 2.178781 -0.716343 0.78 -0.17 -0.48
C -6.603485 3.169626 -0.212858 -0.09 0.71 0.35
C -4.308933 2.143480 -0.477446 -0.66 -0.65 0.15
C 0.050017 1.247946 -1.200104 0.15 -0.66 -0.15
C 1.120094 1.985397 -0.743273 0.30 0.42 0.31
H 3.317844 2.203080 0.628741 -0.07 0.43 0.09
H 3.990002 3.804962 0.167822 -0.04 -0.22 0.17
H 3.597564 3.455229 1.873268 -0.04 -0.12 -0.32
H 0.741383 5.533184 0.818394 0.29 -0.07 0.01
H 1.726809 5.162310 2.261094 -0.07 0.08 0.00
H 2.505379 5.812539 0.810704 -0.24 -0.16 0.04
H -0.574322 3.952072 1.544268 0.19 -0.69 -0.41
H -2.316195 2.325049 0.997589 0.29 -0.03 -0.26
H -2.100021 -0.029760 -2.027858 0.03 0.21 0.11
H -3.967078 -0.962679 -3.330327 -0.41 0.15 -0.03
H -6.180988 -1.788283 -4.044246 -0.05 0.53 0.10
H -8.266165 -0.545482 -3.451690 0.37 0.10 0.30
H -8.134542 1.395156 -1.827250 -0.09 -0.03 -0.12
H -7.620365 2.874903 -0.501034 0.39 0.11 0.25
H -6.543639 3.253055 0.892154 -0.07 -0.20 -0.64
H -6.420172 4.183677 -0.628662 0.01 -0.67 0.09
H -3.913805 2.931202 0.163024 -0.02 -0.51 -0.27
H 0.220601 0.501128 -1.999196 -0.13 0.50 0.47
H 2.128784 1.771700 -1.137195 -0.72 0.37 0.21
```
Forces are in eV/Å.

2.
This record from the Open Molecules 2025 dataset describes a structure of composition C32H34HfN5O4S4. The level of theory is the ωB97M-V functional and the def2-TZVPD basis.

For the energy above the lowest of the compared OMol25 structures with the same formula, charge and spin, the calculation gives 0.0000 eV. The largest force on an atom comes out at 0.0134 Eh/bohr. The multiplicity is 1. As for the charge: +1. The LUMO energy comes out at -4.33 eV. Its HOMO energy is -0.391 hartree. The HOMO-LUMO gap comes out at 6.30 eV.

```
80
Properties=species:S:1:pos:R:3:forces:R:3
Hf -0.310532 -0.391620 0.322906 0.17 0.66 -0.12
C -2.217853 2.560915 4.693602 0.00 0.03 0.01
C -1.079022 2.961122 4.012140 -0.02 0.02 0.02
C -0.346220 2.037716 3.277535 -0.01 -0.10 -0.02
C -0.756046 0.709263 3.226444 0.01 0.21 0.04
C -1.895100 0.306656 3.914369 0.05 -0.02 -0.03
C -2.623043 1.232405 4.644274 -0.01 -0.02 0.00
N -0.030375 -0.237047 2.429745 -0.04 -0.35 -0.29
C 0.989178 -0.924192 3.036677 0.08 -0.01 0.00
C 1.461028 -0.688430 4.340282 0.02 -0.04 0.13
C 2.501524 -1.439656 4.844543 -0.10 0.09 -0.01
C 3.126526 -2.452086 4.099877 0.01 -0.10 -0.15
C 2.686201 -2.714315 2.824593 0.08 0.09 0.23
C 1.638840 -1.945532 2.305514 -0.15 -0.17 -0.17
N 1.141349 -2.104411 1.021760 -0.06 -0.02 0.15
N 1.464913 -3.102432 0.345325 0.03 0.12 -0.01
C 0.919329 -3.070553 -0.956584 0.08 -0.19 0.42
C 0.934998 -4.264173 -1.656692 0.01 0.25 -0.43
C 0.412272 -4.253857 -2.939898 0.01 0.01 0.06
C -0.093132 -3.065500 -3.452105 0.00 0.04 0.00
C -0.092853 -1.932205 -2.658887 -0.02 -0.05 0.00
N 0.402047 -1.924964 -1.415964 -0.25 -0.17 0.21
H -2.791125 3.281287 5.261673 0.00 0.00 0.00
H -0.761468 3.994968 4.045387 0.01 0.00 0.00
H 0.543474 2.337460 2.738923 0.01 0.02 0.00
H -2.214172 -0.726344 3.850718 -0.01 0.00 0.00
H -3.513889 0.918053 5.171773 0.00 -0.01 0.00
H 1.001581 0.079181 4.946607 -0.01 0.01 -0.02
H 2.846610 -1.234976 5.849895 0.01 0.00 0.00
H 3.942838 -3.016708 4.527061 0.00 0.00 0.00
H 3.138278 -3.476240 2.204945 0.00 -0.01 0.00
H 1.352016 -5.146915 -1.196957 0.03 0.01 0.02
H 0.397826 -5.156396 -3.535492 0.00 -0.01 0.00
H -0.498115 -3.014311 -4.452273 0.00 0.00 0.00
H -0.495027 -0.996028 -3.023328 -0.02 -0.02 -0.01
C 4.518438 -0.177770 -2.104554 0.03 0.01 0.00
C 3.331552 -0.062362 -3.044705 -0.06 -0.04 -0.01
S 1.828373 0.684900 -2.374798 -0.04 0.08 -0.02
C 2.357659 2.296315 -1.776533 0.03 0.04 -0.02
C 2.957568 2.391099 -0.363315 0.01 0.00 -0.01
S 2.327942 1.227940 0.881249 -0.05 -0.10 0.03
C 3.834804 0.523086 1.599282 -0.02 0.10 0.04
C 4.863344 -0.113547 0.671406 -0.01 -0.04 -0.04
S 4.209777 -1.196491 -0.629794 0.05 0.03 0.02
H 4.829843 0.811726 -1.774408 0.00 0.00 -0.01
H 5.355575 -0.604722 -2.658585 0.00 -0.02 0.02
H 3.011201 -1.052155 -3.380564 0.00 0.00 0.01
H 3.642860 0.485040 -3.936794 -0.04 0.03 0.01
H 1.459249 2.909125 -1.824555 -0.03 -0.06 0.03
H 3.070148 2.718690 -2.487634 -0.02 0.02 -0.01
H 2.747854 3.390731 0.015580 0.03 0.01 0.00
H 4.040879 2.284488 -0.385492 -0.02 -0.08 0.01
H 3.456339 -0.211861 2.307044 0.01 -0.01 0.01
H 4.329672 1.295735 2.191752 -0.04 0.03 -0.01
H 5.540542 -0.703747 1.290499 -0.01 -0.02 -0.02
H 5.482719 0.642364 0.190456 -0.01 0.00 -0.01
C -5.426384 1.256628 -5.152138 -0.01 0.01 -0.02
C -4.862307 0.756594 -3.855523 0.00 -0.01 0.06
C -5.673387 0.135841 -2.911105 0.02 0.01 -0.04
C -5.158633 -0.307122 -1.702202 -0.08 -0.06 0.04
C -3.811538 -0.130085 -1.438609 0.11 -0.04 0.09
C -2.979361 0.497055 -2.361923 0.01 0.08 -0.02
C -3.506747 0.932501 -3.561312 -0.02 -0.03 0.02
S -3.167693 -0.690315 0.101164 0.05 0.03 0.07
O -2.005993 -1.627748 -0.206667 0.11 -0.18 0.03
O -4.220040 -1.298521 0.842725 0.00 0.07 -0.02
N -2.316610 0.436996 0.786621 0.19 -0.17 -0.40
C -2.504595 1.860689 0.610301 -0.06 0.15 0.07
C -1.263139 2.433096 -0.084989 -0.04 0.22 -0.04
O -1.101162 3.602251 -0.290673 -0.05 -0.08 0.02
O -0.365769 1.499735 -0.439326 0.08 -0.25 0.16
H -6.411173 0.836005 -5.344855 0.00 0.00 -0.01
H -4.771805 1.004958 -5.986268 0.00 0.00 -0.01
H -5.523624 2.343624 -5.129080 0.00 0.00 0.00
H -6.725615 -0.005995 -3.120998 0.00 0.00 -0.01
H -5.790652 -0.792287 -0.971089 0.01 0.01 0.01
H -1.934366 0.682101 -2.140446 -0.01 -0.03 -0.02
H -2.863789 1.428379 -4.278057 0.00 0.00 0.00
H -2.613113 2.361133 1.574275 0.00 0.01 -0.02
H -3.381695 2.105766 0.006250 0.01 0.02 0.01
```
Forces are in eV/Å.

3.
This record from the Open Molecules 2025 dataset describes a structure of composition C32H34MnN7O2S at a distorted geometry. The level of theory is the ωB97M-V functional and the def2-TZVPD basis.

For the energy above the lowest of the compared OMol25 structures with the same formula, charge and spin, the calculation gives 0.9587 eV. The largest force on an atom comes out at 0.0501 Eh/bohr. The multiplicity is 6. As for the charge: +1. The LUMO energy (alpha / beta) comes out at -3.30 / -3.36 eV. Its HOMO energy (alpha / beta) is -0.384 / -0.390 hartree. The HOMO-LUMO gap (alpha / beta) comes out at 7.15 / 7.26 eV.

```
77
Properties=species:S:1:pos:R:3:forces:R:3
Mn 15.568217 11.904020 11.679984 1.73 1.83 0.31
C 17.034383 12.798265 15.656689 -0.88 0.09 -0.53
C 17.051401 11.536707 16.299711 0.15 0.65 -0.69
C 16.276447 10.527838 15.751455 0.14 -0.46 -0.34
C 15.570016 10.698880 14.533208 0.68 1.92 0.60
N 15.612334 11.909018 13.909755 -0.16 0.21 0.34
C 16.234537 12.945352 14.513746 1.05 -1.24 0.85
N 14.778726 9.698022 14.100604 -1.55 -0.90 -1.63
C 14.207535 9.616587 12.917953 1.04 -0.37 -0.07
N 14.511835 10.318320 11.737120 -0.73 -1.57 1.25
C 13.838577 9.780549 10.655806 0.39 0.84 0.58
N 13.979243 10.057484 9.398440 -1.49 -0.89 0.90
C 14.861124 10.935177 8.889027 2.43 0.79 -0.34
C 14.818149 11.222020 7.507728 -0.81 -0.22 0.48
C 15.653933 12.157014 6.939736 -0.54 -0.44 0.49
C 16.738623 12.611095 7.685931 0.60 0.55 -0.52
C 16.833577 12.211454 8.999064 -0.28 -0.05 -0.02
N 15.876538 11.466318 9.635924 0.69 0.52 -1.26
C 12.900150 8.818943 11.217170 -0.43 -1.26 -0.53
C 11.938565 8.078849 10.553939 0.98 0.82 0.04
C 11.240796 7.160358 11.292224 -1.13 -0.82 -1.22
C 11.483233 6.918943 12.620525 -0.08 -0.62 0.03
C 12.531436 7.567736 13.229553 0.17 1.15 1.12
C 13.199421 8.584176 12.550278 -0.30 0.08 -0.14
H 17.612392 13.682926 15.949822 -0.26 -0.61 0.28
H 17.712678 11.387121 17.160080 -0.50 -0.11 -0.25
H 16.210411 9.515937 16.139075 0.14 0.25 0.33
H 16.229076 13.890931 14.003473 -0.18 0.27 -0.27
H 14.038223 10.690478 6.968358 0.07 0.40 -0.12
H 15.382825 12.524795 5.970222 0.46 -0.01 -0.55
H 17.524358 13.257173 7.230950 -0.79 -0.55 0.52
H 17.716610 12.540192 9.555660 -0.60 -0.29 0.23
H 11.848707 8.278531 9.503526 -0.47 -0.27 -0.36
H 10.499001 6.539857 10.798230 -0.09 0.21 0.01
H 10.841272 6.170480 13.095897 0.57 0.33 0.20
H 12.738638 7.409180 14.270956 0.20 -0.15 0.32
O 17.804538 12.490029 11.821335 -1.02 -0.43 -0.90
S 18.829327 12.212098 12.879643 0.85 0.01 0.80
C 19.648734 10.547271 12.686289 -0.82 1.53 -0.77
C 20.933782 10.726308 11.905285 0.30 0.24 -0.47
C 21.195838 12.212254 11.520365 0.49 -0.08 -0.97
C 20.286044 13.146601 12.342182 0.28 0.43 0.45
H 18.905267 9.946760 12.143384 0.14 -0.14 0.72
H 19.859181 10.311333 13.723915 -0.41 -0.64 0.01
H 20.950885 10.073586 11.021349 0.03 0.29 0.26
H 21.715209 10.403044 12.563908 0.64 -0.27 0.13
H 21.091452 12.330452 10.406146 -0.30 0.12 1.13
H 22.258195 12.451794 11.709883 -0.52 -0.04 -0.01
H 19.898587 14.049244 11.782652 0.45 -0.99 0.75
H 20.761599 13.465850 13.322879 -0.36 -0.22 -1.26
C 11.427003 11.621869 14.763438 0.11 -0.87 -0.06
C 11.641090 13.125970 14.629879 0.36 0.35 -1.34
N 10.756311 13.718586 13.584961 0.56 0.56 -0.01
C 9.350587 13.656899 13.931841 -1.42 -0.27 1.43
C 8.328441 13.756809 12.801258 0.50 -0.57 -0.88
C 11.171474 14.872670 12.913959 -0.53 -0.34 0.95
O 10.412753 15.794383 12.682715 0.33 -0.15 -0.20
C 12.593613 14.916765 12.413737 -0.65 1.09 -0.63
C 13.106940 16.155103 11.924152 -0.88 -0.66 -0.01
C 14.277239 16.125761 11.211322 0.86 -0.80 -0.48
C 14.874351 14.866153 10.970183 -0.42 1.01 1.15
N 14.399820 13.725327 11.455164 0.35 0.20 -0.45
C 13.247498 13.748035 12.123722 0.17 0.78 -0.66
H 12.249996 11.123071 15.268271 0.24 0.31 0.43
H 11.300603 10.939031 13.872959 -0.04 1.47 0.27
H 10.555246 11.493534 15.378639 -0.37 -0.49 0.30
H 12.645752 13.359261 14.293045 0.18 -0.23 0.28
H 11.538538 13.688909 15.581616 -0.31 -0.59 -0.29
H 9.055758 14.501006 14.582445 0.54 -0.20 0.20
H 9.210365 12.723786 14.564335 0.06 1.09 -1.05
H 8.230539 14.794965 12.496355 -0.05 -0.01 -0.02
H 7.335210 13.397335 13.119561 0.54 -0.02 -0.12
H 8.691725 13.199626 11.906040 -0.50 0.14 0.57
H 12.501718 17.073833 11.931620 0.28 -0.57 0.58
H 14.742225 17.026150 10.803103 -0.28 -0.34 0.06
H 15.782390 14.777188 10.435333 0.83 0.08 -0.61
H 12.796904 12.798429 12.240362 -0.41 -0.82 0.68
```
Forces are in eV/Å.